Record 1
Formula: C15H18Cl4N2O2
Source: OMol25
Level of theory: ωB97M-V/def2-TZVPD

Results
orbital gap: 5.0 eV
lowest unoccupied orbital energy: -2.61 eV
maximum force: 2.92 eV/A
HOMO level: -7.65 eV
SMILES: O=C1C(=O)C(Cl)=C(Cl)C(Cl)=C1Cl.C1CN[C@H](CN2CCCC2)C1
spin multiplicity: 1
total energy: -2683.04938 a.u.

```
41
C15H18Cl4N2O2 (ωB97M-V/def2-TZVPD)
O -0.157 2.472 1.669
C 0.215 1.591 2.457
C -0.758 0.858 3.368
O -1.937 0.668 3.055
C -0.203 0.471 4.655
Cl -1.322 -0.102 5.802
C 1.162 0.506 4.904
Cl 1.767 -0.038 6.401
C 2.096 0.937 3.901
Cl 3.759 1.084 4.262
C 1.620 1.267 2.649
Cl 2.641 1.562 1.310
C -3.570 0.662 -0.247
C -2.344 1.488 0.214
N -1.213 0.640 -0.006
C -1.451 -0.438 -0.902
C -0.647 -0.344 -2.204
N 0.753 -0.567 -2.097
C 1.228 -1.754 -1.402
C 2.683 -1.926 -1.860
C 2.849 -1.036 -3.112
C 1.486 -0.380 -3.336
C -2.973 -0.355 -1.228
H -4.320 1.311 -0.715
H -4.024 0.189 0.637
H -2.271 2.412 -0.397
H -2.418 1.777 1.264
H -0.282 0.992 0.157
H -1.249 -1.430 -0.442
H -0.796 0.673 -2.625
H -1.097 -1.079 -2.916
H 0.632 -2.648 -1.665
H 1.144 -1.628 -0.314
H 2.911 -2.974 -2.059
H 3.345 -1.562 -1.071
H 3.585 -0.255 -2.915
H 3.165 -1.604 -3.987
H 1.556 0.687 -3.580
H 0.967 -0.857 -4.186
H -3.063 0.062 -2.241
H -3.471 -1.329 -1.198
```

=====

Record 2
Formula: C15H18ClSi
Source: OMol25
Level of theory: ωB97M-V/def2-TZVPD

Results
orbital gap: 5.2 eV
lowest unoccupied orbital energy: -6.39 eV
maximum force: 2.52 eV/A
total charge: +1
HOMO level: -11.57 eV
spin multiplicity: 1
total energy: -1331.79445 a.u.

```
35
C15H18ClSi (ωB97M-V/def2-TZVPD)
H 0.111 0.138 -0.647
Si 0.086 -1.611 -2.716
Cl 2.171 -1.903 -2.948
C -0.767 -3.112 -2.032
C -0.545 -0.894 -4.303
H -1.849 -2.873 -1.910
H -0.552 -3.746 -2.906
H -0.277 -3.442 -1.102
H -1.609 -0.574 -4.185
H 0.150 -0.089 -4.619
H -0.413 -1.848 -4.854
C 0.103 0.044 0.428
C -1.190 0.673 0.878
C -2.350 0.099 0.344
C -3.622 0.499 0.745
C -3.780 1.492 1.700
C -2.622 2.153 2.199
C -1.353 1.806 1.712
C 1.449 0.430 0.989
C 2.548 -0.190 0.389
C 3.860 -0.004 0.838
C 4.116 0.900 1.860
C 3.036 1.606 2.448
C 1.716 1.340 2.047
H 0.012 -1.042 0.558
H -2.228 -0.738 -0.352
H -4.491 -0.006 0.318
H -4.762 1.803 2.030
H -2.729 2.923 2.977
H -0.523 2.427 2.050
H 2.350 -0.902 -0.412
H 4.664 -0.581 0.383
H 5.134 1.088 2.196
H 3.228 2.338 3.255
H 0.928 1.798 2.641
```

=====

Record 3
Formula: C15H18KN3O2S
Source: OMol25
Level of theory: ωB97M-V/def2-TZVPD

Results
orbital gap: 6.4 eV
lowest unoccupied orbital energy: 0.17 eV
maximum force: 2.50 eV/A
HOMO level: -6.20 eV
spin multiplicity: 1
total energy: -1895.26040 a.u.

```
40
C15H18KN3O2S (ωB97M-V/def2-TZVPD)
K -0.345 -1.815 -0.139
O -2.143 -1.443 0.989
C -2.749 -0.623 1.762
C -3.770 -1.066 2.660
C -4.469 -0.207 3.472
C -4.192 1.169 3.476
C -3.193 1.626 2.643
C -2.466 0.781 1.790
C -1.388 1.360 0.970
N -0.363 0.754 0.381
C 0.419 1.761 -0.162
C -0.133 2.977 0.075
N -1.286 2.708 0.776
H -3.983 -2.128 2.652
H -5.242 -0.598 4.123
H -4.728 1.849 4.123
H -2.952 2.685 2.687
H 1.350 1.544 -0.664
H 0.170 3.979 -0.178
H -1.958 3.387 1.083
O 1.078 -2.424 -1.962
S 1.713 -1.073 -2.134
C 3.038 -1.220 -3.355
C 2.900 -0.018 -4.279
C 1.409 0.058 -4.612
C 0.671 -0.085 -3.278
H 2.820 -2.163 -3.865
H 3.991 -1.295 -2.835
H 3.529 -0.115 -5.164
H 3.211 0.893 -3.759
H 1.142 -0.767 -5.275
H 1.143 0.986 -5.118
H -0.268 -0.636 -3.340
H 0.481 0.874 -2.794
C 2.994 -1.921 3.644
C 2.323 -2.012 2.341
N 1.761 -2.085 1.343
H 2.608 -2.687 4.313
H 2.810 -0.944 4.086
H 4.066 -2.062 3.524
```

=====

Record 4
Formula: C15H18N2O2
Source: OMol25
Level of theory: ωB97M-V/def2-TZVPD

Results
orbital gap: 7.2 eV
lowest unoccupied orbital energy: -0.72 eV
maximum force: 5.07 eV/A
HOMO level: -7.95 eV
SMILES: C=c1[nH]oc(=O)/c1=C\c1ccc(N(CC)CC)cc1
spin multiplicity: 1
total energy: -842.17589 a.u.

```
37
C15H18N2O2 (ωB97M-V/def2-TZVPD)
C -2.487 0.512 5.514
C -3.034 0.506 4.290
N -4.408 0.450 4.143
O -4.672 0.577 2.779
C -3.436 0.747 2.023
O -3.372 1.229 0.864
C -2.392 0.417 2.945
C -1.088 -0.032 2.627
C -0.344 -0.144 1.318
C -0.244 0.992 0.522
C 0.435 0.918 -0.717
C 1.156 -0.321 -1.057
N 1.859 -0.360 -2.278
C 1.323 -1.059 -3.344
C -0.178 -0.667 -3.679
C 3.348 -0.174 -2.214
C 3.770 1.008 -3.093
C 1.016 -1.405 -0.238
C 0.303 -1.346 1.001
H -3.079 0.236 6.370
H -1.469 0.468 5.607
H -5.059 0.200 4.949
H -0.369 -0.153 3.475
H -0.722 1.823 1.007
H 0.509 1.666 -1.499
H 1.498 -2.152 -3.138
H 1.977 -0.770 -4.220
H -0.945 -1.329 -3.223
H -0.412 0.373 -3.456
H -0.188 -0.669 -4.793
H 3.605 0.157 -1.196
H 4.005 -1.036 -2.569
H 4.058 0.831 -4.106
H 2.975 1.756 -3.003
H 4.657 1.376 -2.614
H 1.312 -2.362 -0.548
H 0.090 -2.263 1.551
```

=====

Record 5
Formula: C15H18N2O2S
Source: OMol25
Level of theory: ωB97M-V/def2-TZVPD

Results
orbital gap: 8.5 eV
lowest unoccupied orbital energy: 0.70 eV
maximum force: 1.14 eV/A
HOMO level: -7.81 eV
SMILES: C=CCOc1ccc(CNc2nccs2)cc1OCC
spin multiplicity: 1
total energy: -1240.51825 a.u.

```
38
C15H18N2O2S (ωB97M-V/def2-TZVPD)
C -5.014 2.332 -1.145
C -4.270 1.270 -1.389
C -4.191 0.066 -0.494
O -2.945 -0.594 -0.542
C -1.858 0.008 0.014
C -1.842 1.270 0.579
C -0.674 1.786 1.126
C 0.487 1.039 1.126
C 1.783 1.584 1.669
N 2.694 1.972 0.602
C 3.489 1.057 0.012
N 3.771 -0.111 0.479
C 4.668 -0.762 -0.307
C 5.089 -0.097 -1.405
S 4.331 1.461 -1.493
C 0.480 -0.234 0.558
C -0.669 -0.759 -0.004
O -0.773 -1.974 -0.607
C 0.344 -2.839 -0.630
C 0.567 -3.553 0.700
H -5.065 3.161 -1.829
H -5.613 2.412 -0.251
H -3.673 1.198 -2.288
H -4.901 -0.690 -0.851
H -4.457 0.328 0.540
H -2.735 1.874 0.588
H -0.685 2.776 1.559
H 1.601 2.466 2.286
H 2.302 0.825 2.258
H 2.386 2.735 0.017
H 4.981 -1.749 -0.017
H 5.783 -0.402 -2.160
H 1.401 -0.793 0.568
H 0.099 -3.571 -1.405
H 1.249 -2.299 -0.938
H -0.332 -4.096 0.980
H 0.801 -2.843 1.489
H 1.390 -4.256 0.604
```

=====

Record 6
Formula: C15H18N2O4
Source: OMol25
Level of theory: ωB97M-V/def2-TZVPD

Results
orbital gap: 8.5 eV
lowest unoccupied orbital energy: -0.14 eV
maximum force: 0.85 eV/A
HOMO level: -8.60 eV
SMILES: CC(C)OC(=O)CCCN1C(=O)c2ccc(N)cc2C1=O
spin multiplicity: 1
total energy: -992.94692 a.u.

```
39
C15H18N2O4 (ωB97M-V/def2-TZVPD)
C 2.963 2.291 -0.984
C 2.482 2.187 0.458
C 1.310 3.118 0.731
O 2.009 0.857 0.745
C 2.906 -0.118 0.862
O 4.095 0.025 0.744
C 2.228 -1.437 1.173
C 2.181 -2.346 -0.060
C 1.403 -1.740 -1.231
N 0.098 -1.252 -0.840
C -0.845 -1.988 -0.121
O -0.716 -3.142 0.208
C -1.970 -1.067 0.109
C -3.166 -1.235 0.782
C -4.045 -0.168 0.834
C -3.750 1.059 0.225
N -4.610 2.111 0.339
C -2.533 1.220 -0.461
C -1.669 0.154 -0.504
C -0.341 0.023 -1.148
O 0.253 0.818 -1.836
H 3.819 1.640 -1.142
H 2.159 2.001 -1.656
H 3.257 3.314 -1.197
H 3.316 2.395 1.143
H 1.620 4.151 0.601
H 0.943 2.981 1.745
H 0.507 2.894 0.034
H 1.219 -1.242 1.539
H 2.803 -1.937 1.953
H 3.198 -2.548 -0.399
H 1.714 -3.289 0.227
H 1.934 -0.882 -1.651
H 1.287 -2.499 -2.013
H -3.404 -2.176 1.252
H -4.986 -0.273 1.355
H -5.546 1.938 0.661
H -4.474 2.910 -0.256
H -2.290 2.156 -0.941
```